Record 1
{"formula": "C5H9NO", "method": "ωB97M-V/def2-TZVPD", "lumo_energy_ha": 0.0361, "smiles": "C=C1NCCCO1", "charge": 0, "de_lowest_kcal_mol": 55.11, "homo_lumo_gap_ev": 9.64, "species": ["C", "C", "N", "C", "C", "C", "O", "H", "H", "H", "H", "H", "H", "H", "H", "H"], "coordinates": [[-0.74838, -1.53244, -1.30623], [-0.59589, -1.11981, -0.05383], [-1.41299, -0.09075, 0.44103], [-0.63935, 1.05878, -0.18901], [0.91089, 0.93334, -0.02602], [1.14370, -0.08236, 1.07955], [0.55669, -1.32951, 0.66713], [0.09795, -1.93488, -1.83965], [-1.67401, -1.30250, -1.82431], [-1.39348, -0.10516, 1.46967], [-1.02089, 1.95892, 0.27214], [-0.87074, 1.07565, -1.26358], [1.41245, 0.56949, -0.93537], [1.35733, 1.90473, 0.21312], [0.68238, 0.28972, 2.00649], [2.19434, -0.29323, 1.28888]], "forces_ev_per_angstrom": [[0.0955, -0.3255, 0.0646], [0.1533, -0.3310, -0.4798], [0.6261, 0.4088, -0.3985], [-0.3169, 0.3449, 0.3547], [-0.1464, -0.0363, 0.1105], [0.0907, 0.1832, 0.1377], [0.0248, -0.2470, -0.0191], [-0.1245, -0.4567, -0.0046], [0.1819, -0.1589, 0.1028], [0.0789, 0.4502, -0.6218], [0.0798, 0.4373, 0.1089], [-0.2342, -0.0121, 0.5566], [-0.3789, 0.1037, 0.1467], [-0.0900, -0.1644, 0.0769], [0.0863, -0.2346, -0.0419], [-0.1264, 0.0382, -0.0938]], "lowdin_charge": [0.065, -0.486, 0.029, -0.169, -0.147, -0.186, -0.053, 0.067, 0.072, 0.119, 0.103, 0.113, 0.118, 0.112, 0.118, 0.125]}

---

Record 2
{"formula": "C5H9NO", "method": "ωB97M-V/def2-TZVPD", "lumo_energy_ha": 0.0059, "charge": 0, "de_lowest_kcal_mol": 118.76, "homo_lumo_gap_ev": 8.73, "species": ["C", "C", "C", "O", "C", "C", "N", "H", "H", "H", "H", "H", "H", "H", "H", "H"], "coordinates": [[-1.52238, 1.26001, 0.28060], [-0.31469, 0.45523, 0.79155], [0.49688, -0.01838, -0.38490], [1.19725, 1.06081, -0.93282], [1.46222, -1.21192, -0.47576], [0.72725, -2.30992, 0.18631], [-0.43827, -2.50381, 0.14103], [-2.14340, 0.63838, -0.37414], [-2.13285, 1.60283, 1.11949], [-1.22714, 2.14373, -0.30092], [-0.66279, -0.41915, 1.33663], [0.27919, 1.08312, 1.47506], [-0.67472, -1.17149, -0.67169], [1.01997, 1.88184, -0.43669], [2.49186, -0.95305, -0.23197], [1.44161, -1.53823, -1.52178]], "forces_ev_per_angstrom": [[-0.0470, 0.0206, 0.0643], [0.0080, -0.1618, 0.1989], [-0.8612, -0.6976, -0.0500], [-0.6566, -0.2392, -0.4002], [0.1900, -0.1401, 0.1153], [-1.0208, 0.0754, -0.3237], [1.1015, -0.4765, 0.4362], [0.1331, 0.0691, 0.1648], [0.0614, -0.0087, -0.0749], [0.0005, -0.1659, 0.1515], [-0.0670, 0.1355, 0.1668], [0.0822, -0.0818, -0.0546], [1.0360, 2.2450, -0.6348], [-0.1314, -0.5614, -0.2890], [-0.0861, -0.1331, 0.3652], [0.2573, 0.1207, 0.1641]], "lowdin_charge": [-0.098, -0.255, -0.371, 0.003, -0.153, -0.212, 0.108, 0.075, 0.074, 0.072, 0.094, 0.118, 0.199, 0.105, 0.114, 0.128]}

---

Record 3
{"formula": "C5H9NO", "method": "ωB97M-V/def2-TZVPD", "lumo_energy_ha": 0.0312, "charge": 0, "de_lowest_kcal_mol": 99.80, "homo_lumo_gap_ev": 9.49, "species": ["O", "C", "C", "C", "C", "N", "C", "H", "H", "H", "H", "H", "H", "H", "H", "H"], "coordinates": [[-2.79396, -0.53625, 0.26698], [-1.96378, -0.09315, -0.64274], [-0.94057, 0.84774, -0.05002], [0.41964, 0.15411, -0.07177], [1.45619, 0.53962, -1.05322], [1.53144, 1.00583, 0.33423], [0.36002, -1.27541, 0.41747], [-2.63039, -0.16985, 1.16960], [-0.39752, -1.82273, -0.15512], [-1.16105, 1.16170, 0.99459], [-0.89955, 1.75063, -0.66989], [1.25857, 1.31372, -1.79096], [2.15421, -0.23014, -1.37799], [2.22132, 0.46550, 0.85227], [1.31345, -1.80096, 0.30028], [0.07197, -1.31038, 1.47628]], "forces_ev_per_angstrom": [[0.1131, 0.1819, -0.0938], [-0.0895, 0.1853, 0.4106], [-0.0177, 0.0216, -0.0733], [-0.0820, -0.1732, -0.0164], [0.0295, -0.0503, -0.3057], [0.1547, 0.0239, 0.2143], [0.0222, -0.0947, 0.0203], [0.0125, -0.0058, -0.2176], [0.1804, -0.0218, 0.1011], [-0.0436, -0.1723, -0.1639], [0.0156, -0.1182, 0.1013], [-0.0135, -0.1163, 0.1267], [-0.1298, 0.1063, 0.0472], [-0.1128, 0.0664, -0.0688], [-0.0679, 0.1752, 0.0341], [0.0288, -0.0081, -0.1161]], "lowdin_charge": [0.006, -0.087, -0.170, -0.546, -0.114, 0.049, -0.034, 0.111, 0.073, 0.117, 0.117, 0.104, 0.107, 0.093, 0.085, 0.089]}

---

Record 4
{"formula": "C5H9NO", "method": "ωB97M-V/def2-TZVPD", "lumo_energy_ha": 0.0377, "smiles": "CC(=O)[C@@H]1CN1C", "charge": 0, "de_lowest_kcal_mol": 55.82, "homo_lumo_gap_ev": 10.36, "species": ["C", "C", "O", "C", "C", "N", "C", "H", "H", "H", "H", "H", "H", "H", "H", "H"], "coordinates": [[-1.46021, 1.25423, 1.32314], [-1.41980, -0.11062, 0.69652], [-2.09348, -1.03316, 1.10769], [-0.40410, -0.46524, -0.34277], [0.83108, -0.80146, 0.41536], [0.83710, 0.23403, -0.59589], [1.50464, -0.05505, -1.86245], [-1.75043, 1.14578, 2.37116], [-0.51441, 1.79371, 1.22625], [-2.23796, 1.82360, 0.80380], [-0.73266, -1.20516, -1.07236], [1.12574, -1.83431, 0.27295], [0.92596, -0.41817, 1.42969], [2.51043, 0.37879, -1.84188], [0.95400, 0.41063, -2.68552], [1.60267, -1.13303, -2.07363]], "forces_ev_per_angstrom": [[-0.0301, 0.0590, 0.0315], [-0.1973, -0.0956, 0.0664], [-0.2255, 0.4423, -0.2300], [-0.1831, -0.2828, 0.0443], [0.2143, -0.2096, 0.2092], [-0.0493, 0.0932, 0.0690], [-0.0069, -0.0180, -0.1087], [0.0296, 0.0855, -0.1705], [-0.1122, -0.1124, -0.0536], [0.0934, 0.0350, 0.0550], [0.0304, 0.0184, 0.1843], [0.6958, 0.1735, -0.2919], [0.0210, -0.2108, -0.1064], [-0.1950, -0.1028, 0.0594], [0.0465, -0.0320, 0.1553], [-0.1315, 0.1572, 0.0869]], "lowdin_charge": [-0.004, -0.437, 0.069, -0.228, -0.103, -0.104, -0.091, 0.089, 0.080, 0.092, 0.151, 0.119, 0.118, 0.082, 0.083, 0.084]}

---

Record 5
{"formula": "C5H9NO", "method": "ωB97M-V/def2-TZVPD", "lumo_energy_ha": 0.0334, "smiles": "C[C@H]1CN(C)C1=O", "charge": 0, "de_lowest_kcal_mol": 21.61, "homo_lumo_gap_ev": 10.27, "species": ["C", "C", "C", "N", "C", "C", "O", "H", "H", "H", "H", "H", "H", "H", "H", "H"], "coordinates": [[2.22602, -0.28481, 0.20963], [1.02271, 0.49549, -0.28787], [-0.09533, -0.26965, -1.04562], [-1.03682, 0.23696, -0.05140], [-2.38200, -0.14536, 0.28745], [-0.07657, 0.79764, 0.74490], [-0.13207, 1.27816, 1.85263], [1.92092, -1.19393, 0.74000], [2.81252, 0.32587, 0.90295], [2.87499, -0.57591, -0.62313], [1.33138, 1.40426, -0.81471], [-0.29736, 0.04287, -2.07579], [0.01604, -1.36207, -1.00665], [-2.46606, -0.14802, 1.37781], [-3.12464, 0.54930, -0.11941], [-2.59375, -1.15081, -0.09080]], "forces_ev_per_angstrom": [[0.0372, -0.0242, 0.0256], [0.1435, 0.0404, -0.0236], [0.0313, -0.1094, -0.2070], [0.0461, 0.0332, 0.2080], [-0.1417, -0.0343, 0.0399], [-0.0500, 0.0853, 0.2104], [0.0459, -0.1302, -0.3656], [0.0115, 0.1298, -0.0748], [-0.0870, -0.0876, -0.0929], [-0.0831, 0.0371, 0.1180], [-0.0494, -0.1113, 0.0687], [0.0090, -0.0079, 0.1525], [0.0258, 0.1549, -0.0235], [-0.0591, 0.0033, -0.1210], [0.0828, -0.1042, 0.0191], [0.0372, 0.1252, 0.0661]], "lowdin_charge": [-0.061, -0.236, -0.098, -0.094, -0.032, -0.446, 0.082, 0.085, 0.082, 0.077, 0.143, 0.114, 0.120, 0.091, 0.084, 0.087]}

---

Record 6
{"formula": "C5H9NO", "method": "ωB97M-V/def2-TZVPD", "lumo_energy_ha": [0.0205, 0.0205], "charge": 0, "de_lowest_kcal_mol": 120.11, "homo_lumo_gap_ev": [6.75, 6.75], "species": ["C", "C", "C", "C", "N", "C", "O", "H", "H", "H", "H", "H", "H", "H", "H", "H"], "coordinates": [[1.91894, 0.35695, -0.21505], [0.57103, -0.28090, -0.13928], [0.31322, -1.29131, 0.93696], [-1.72551, 1.34096, 0.30980], [-1.58581, 0.63366, -0.91400], [-0.47708, -0.02725, -1.06278], [0.01288, -1.04773, -1.67846], [2.67354, -0.41001, -0.41733], [2.15116, 0.79495, 0.76287], [1.97619, 1.13915, -0.97304], [0.43906, -0.80813, 1.91227], [1.02368, -2.12089, 0.86713], [-0.70589, -1.67826, 0.87350], [-1.84094, 0.66413, 1.15554], [-2.47225, 2.12600, 0.24715], [-2.27221, 0.60869, -1.66528]], "forces_ev_per_angstrom": [[-0.0301, 0.0062, -0.1028], [0.2437, -0.1048, 0.1632], [-0.0510, -0.0174, -0.0099], [-0.1972, 0.2154, 0.3274], [0.4625, -0.2870, -0.4987], [-0.2750, -0.1018, 0.2874], [-0.0725, 0.2693, -0.0125], [-0.0734, 0.0878, 0.0170], [-0.1047, -0.0805, -0.1561], [-0.0677, -0.1321, 0.0766], [0.0140, -0.0154, -0.1634], [-0.0427, 0.0990, 0.0301], [0.1663, 0.0315, 0.0149], [-0.1696, 0.0595, -0.1330], [0.0986, -0.0674, 0.0118], [0.0989, 0.0378, 0.1481]], "lowdin_charge": [-0.007, -0.224, -0.022, -0.129, 0.002, -0.457, 0.097, 0.099, 0.100, 0.096, 0.102, 0.096, 0.097, -0.005, -0.004, 0.159]}